# 1
Computed, not measured: a 24-piece molecular cluster, C13H74O24 overall, with the ωB97M-V functional and the def2-TZVPD basis.

## Properties
HOMO-LUMO gap, eV: 9.680
E_tot, hartree: -2345.26014
Energy relative to the best compared isomer or geometry (same formula, charge and spin), kcal/mol: 2.6
HOMO energy, eV: -9.48

Atoms and positions in Å:
C -1.75 -0.27 2.98
O -1.63 -1.67 3.38
H -1.80 0.29 3.87
H -0.96 0.00 2.27
H -2.67 -0.13 2.44
H -2.24 -2.14 2.76
C 4.17 -2.19 2.81
O 4.89 -1.12 2.20
H 4.57 -3.08 2.34
H 4.45 -2.28 3.80
H 3.04 -2.08 2.64
H 4.92 -1.19 1.22
C -2.62 3.34 2.27
O -1.31 2.76 2.06
H -3.10 3.24 1.30
H -3.13 2.85 3.08
H -2.53 4.40 2.48
H -1.00 2.85 1.13
C -1.73 3.27 6.10
O -2.29 2.47 7.20
H -1.12 4.11 6.51
H -1.13 2.62 5.43
H -2.62 3.64 5.64
H -1.63 1.84 7.49
C 2.77 3.13 -4.92
O 1.83 2.58 -4.06
H 2.46 3.13 -5.98
H 3.11 4.12 -4.58
H 3.66 2.54 -4.98
H 1.12 3.19 -3.92
C 2.67 -3.39 -1.88
O 1.38 -4.04 -1.99
H 2.63 -2.41 -2.33
H 2.78 -3.17 -0.80
H 3.47 -3.93 -2.26
H 0.91 -3.91 -2.78
C -5.22 0.97 0.85
O -5.17 1.17 2.29
H -5.37 2.03 0.45
H -4.23 0.66 0.56
H -6.01 0.35 0.49
H -5.00 0.33 2.67
C 6.05 -1.17 -0.98
O 4.70 -1.30 -0.54
H 6.48 -2.13 -1.12
H 6.20 -0.53 -1.86
H 6.69 -0.75 -0.18
H 4.12 -0.93 -1.25
C -1.20 -3.64 0.37
O -0.58 -2.70 -0.52
H -1.14 -3.30 1.41
H -2.32 -3.79 0.20
H -0.65 -4.56 0.37
H 0.20 -3.14 -0.92
C -1.69 1.80 -3.72
O -1.75 0.94 -2.51
H -1.94 2.82 -3.50
H -0.66 1.77 -4.05
H -2.40 1.38 -4.43
H -1.27 1.52 -1.88
C -6.34 -2.20 -1.14
O -5.21 -1.89 -0.29
H -7.07 -2.77 -0.57
H -6.81 -1.30 -1.55
H -5.90 -2.68 -2.02
H -4.46 -1.82 -0.89
C 0.32 -0.34 -5.42
O 0.45 -1.05 -4.15
H 0.84 -0.95 -6.22
H -0.73 -0.27 -5.74
H 0.72 0.70 -5.34
H 0.12 -0.42 -3.47
C 4.59 5.14 0.90
O 3.20 4.76 0.91
H 4.78 6.08 1.45
H 5.17 4.35 1.34
H 4.91 5.20 -0.15
H 2.78 4.85 1.79
O 1.80 -6.55 -0.71
H 1.21 -5.93 -1.14
H 1.64 -7.40 -1.17
O -4.60 -1.58 2.45
H -4.72 -1.96 1.59
H -4.64 -2.32 3.10
O -3.63 -3.22 4.30
H -3.01 -2.50 4.50
H -3.71 -3.84 5.08
O 2.86 -0.34 -2.05
H 2.75 0.23 -2.82
H 2.17 0.05 -1.49
O -3.21 -1.75 -2.31
H -2.91 -0.91 -2.71
H -2.37 -2.17 -2.01
O -0.13 2.34 -0.54
H 0.11 1.49 -0.10
H 0.75 2.70 -0.61
O 2.72 1.09 1.51
H 2.28 1.75 2.08
H 3.38 0.63 2.08
O -0.88 -3.45 -3.64
H -1.73 -3.89 -3.96
H -0.88 -2.59 -4.12
O 2.91 2.66 -0.93
H 3.16 3.27 -0.22
H 3.09 1.85 -0.46
O 1.56 3.61 2.76
H 1.40 3.66 3.68
H 0.65 3.44 2.41
O 1.04 -0.14 -0.03
H 1.68 0.09 0.69
H 0.47 -0.86 0.24

Atomic partial charges in e from the Mulliken method, atoms 1 to 5:
1 C 0.01
2 O -0.67
3 H 0.24
4 H 0.18
5 H -0.05

# 2
Computed, not measured: C13H7Cl2IrNO4S as an isolated structure, with the ωB97M-V functional and the def2-TZVPD basis.

## Properties
HOMO-LUMO gap (alpha / beta), eV: 8.040 / 6.301
E_tot, hartree: -2277.91981
2S+1: 5
Energy relative to the best compared isomer or geometry (same formula, charge and spin), kcal/mol: 3.4
HOMO energy (alpha / beta), eV: -12.20 / -12.83
Net charge: +1

Atoms and positions in Å:
Ir 1.28 1.60 -1.70
O 3.86 -1.03 0.87
C 3.09 -0.14 0.28
O 3.30 0.33 -0.82
C 1.91 0.28 1.10
C 1.58 -0.14 2.36
C 0.51 0.50 3.00
C -0.13 1.56 2.38
C 0.27 1.91 1.10
N 1.23 1.25 0.49
C -0.20 3.11 0.31
O -0.94 3.90 0.81
O 0.32 3.19 -0.90
H 4.62 -1.23 0.30
H 2.15 -0.92 2.85
H 0.21 0.19 3.99
H -0.92 2.13 2.86
Cl -1.48 1.50 -2.57
C -1.72 -0.10 -2.01
C -3.00 -0.48 -1.64
C -3.21 -1.78 -1.20
C -2.17 -2.70 -1.13
C -0.90 -2.31 -1.50
Cl 0.38 -3.46 -1.39
C -0.64 -1.00 -1.95
S 0.96 -0.59 -2.46
H -3.81 0.22 -1.71
H -4.21 -2.09 -0.92
H -2.34 -3.71 -0.78

Atomic partial charges in e from the Mulliken method, atoms 1 to 5:
1 Ir 1.49
2 O -0.41
3 C 0.28
4 O -0.65
5 C 0.41

# 3
Computed, not measured: a 2-piece molecular cluster, C13H7ClN5O9S overall, with the ωB97M-V functional and the def2-TZVPD basis.

## Properties
HOMO-LUMO gap, eV: 3.217
E_tot, hartree: -2308.45155
Energy relative to the best compared isomer or geometry (same formula, charge and spin), kcal/mol: 37.6
HOMO energy, eV: -3.48
Net charge: -1

Atoms and positions in Å:
O 2.29 5.33 -2.41
N 2.48 4.82 -1.28
O 3.53 5.03 -0.63
C 1.49 3.96 -0.73
C 1.68 3.37 0.54
C 0.66 2.59 1.11
C -0.59 2.40 0.47
S -1.96 1.55 1.32
C -1.82 -0.13 0.88
Cl -2.63 -1.58 0.92
O -1.72 1.79 2.73
O -3.15 2.14 0.74
C -0.72 2.93 -0.83
C 0.29 3.70 -1.43
H 2.61 3.56 1.07
H 0.85 2.18 2.10
H -1.20 -0.22 -0.01
H -1.63 2.78 -1.40
H 0.16 4.15 -2.42
O -8.70 -1.83 5.45
N -7.54 -2.02 5.85
O -7.28 -2.27 7.06
C -6.43 -1.97 4.91
C -5.16 -2.20 5.41
C -4.08 -2.28 4.52
N -2.83 -2.88 4.97
O -2.64 -3.13 6.18
O -1.98 -3.14 4.09
C -4.23 -2.02 3.15
C -5.52 -1.94 2.59
N -5.92 -2.17 1.31
O -7.31 -2.53 1.46
N -7.76 -2.39 2.76
C -6.66 -1.96 3.46
H -4.97 -2.36 6.48
H -3.43 -2.36 2.50

Atomic partial charges in e from the Mulliken method, atoms 1 to 5:
1 O -0.59
2 N 0.92
3 O -0.59
4 C 0.05
5 C -0.52

# 4
Computed, not measured: one molecule with the formula C13H8ClF2N3O5S, with the ωB97M-V functional and the def2-TZVPD basis.

## Properties
HOMO-LUMO gap, eV: 9.247
E_tot, hartree: -2098.71009
HOMO energy, eV: -9.01
Structure (SMILES): Cc1noc(C)c1S(=O)(=O)n1c(Cl)nc2cc3c(cc21)OC(F)(F)O3

Atoms and positions in Å:
O -1.82 2.42 -1.30
O -0.03 2.44 0.35
F 5.62 -2.12 0.75
F 6.23 -1.10 -1.09
Cl -2.92 -0.56 -2.06
N -0.43 -1.63 -2.21
N -2.87 -0.15 2.67
O -3.96 0.68 2.28
O 4.30 -2.35 -1.19
O 4.39 -0.35 0.03
C -1.19 -0.65 -1.81
C -1.84 0.14 1.95
C -3.51 1.45 1.22
C -2.24 1.08 0.97
C 1.97 -2.14 -1.86
C 2.05 0.28 -0.46
C 0.82 -1.35 -1.78
C 3.11 -1.73 -1.23
C 3.16 -0.52 -0.51
C 0.86 -0.15 -1.08
N -0.43 0.27 -1.11
C 5.17 -1.50 -0.37
C -0.49 -0.53 2.14
C -4.45 2.39 0.58
S -1.08 1.66 -0.31
H 1.98 -3.04 -2.47
H 2.10 1.19 0.09
H 0.29 0.14 1.77
H -0.49 -1.49 1.61
H -0.30 -0.64 3.20
H -3.89 3.13 -0.05
H -5.04 2.94 1.35
H -5.07 1.79 -0.07

Atomic partial charges in e from the Mulliken method, atoms 1 to 5:
1 O -0.68
2 O -0.64
3 F -0.24
4 F -0.23
5 Cl -0.11

- What is the E_tot in the first record?
  -2345.26014 hartree

- The lowest E_tot belongs to which entry?
  C13H74O24

- What is the E_tot in the third record?
  -2308.45155 hartree

- The highest E_tot belongs to which entry?
  C13H8ClF2N3O5S